A cluster of 2 separate species, C3H9OPS in total, computed with wB97M-V/def2-TZVPD.

The multiplicity is 1. The value obtained for the LUMO energy is 0.0092 Ha. For the orbital gap, the calculation gives 0.297 Eh. The net charge is 0. The value obtained for the HOMO energy is -7.84 eV.

Geometry as XYZ:
```
15
C3H9OPS | the Open Molecules 2025 dataset | wB97M-V/def2-TZVPD
C -0.083 -1.382 -1.771
C -0.460 -0.257 -0.909
P -0.993 -0.446 0.680
C -1.395 1.196 1.579
S -0.684 -2.030 1.749
H 0.024 -2.228 -1.115
H -0.627 -1.434 -2.683
H 0.857 -1.335 -2.268
H -0.459 0.802 -1.410
H -2.481 1.287 1.321
H -1.006 1.006 2.533
H -0.857 1.880 1.114
O 1.387 2.103 0.256
H 1.653 1.790 1.160
H 2.159 2.122 -0.380
```

Want to see where the charge sits? The Löwdin charges in e are:
1. C -0.206
2. C -0.429
3. P 0.388
4. C -0.200
5. S 0.137
6. H 0.038
7. H 0.064
8. H 0.061
9. H 0.099
10. H 0.063
11. H 0.014
12. H -0.057
13. O -0.112
14. H 0.065
15. H 0.074

---

A structure of composition C37H31BF4N6O5S2Sm, computed with wB97M-V/def2-TZVPD.

The multiplicity is 6. The value obtained for the LUMO energy (spin up / spin down) is -0.1503 / -0.1502 Ha. For the orbital gap (spin up / spin down), the calculation gives 0.222 / 0.222 Eh. The net charge is +1. The value obtained for the HOMO energy (spin up / spin down) is -10.14 / -10.14 eV.

Geometry as XYZ:
```
87
C37H31BF4N6O5S2Sm | the Open Molecules 2025 dataset | wB97M-V/def2-TZVPD
Sm -0.179 0.298 0.921
N 1.904 1.674 -0.313
N 1.781 2.989 0.093
C 0.975 3.262 1.211
O 0.786 4.451 1.481
O 0.553 2.232 1.885
H 2.620 1.176 0.220
H 1.978 1.531 -1.314
H 2.105 3.742 -0.489
O 5.642 -4.248 -3.236
C 5.242 -4.415 -1.936
O 5.511 -5.519 -1.461
C 4.612 -3.307 -1.181
C 4.712 -3.434 0.224
C 4.163 -2.466 1.062
C 3.183 -1.547 0.572
C 2.967 -1.510 -0.851
C 3.744 -2.349 -1.687
N 2.457 -0.779 1.473
C 2.801 -0.836 2.736
C 1.885 -0.655 3.857
C 2.372 -0.704 5.169
C 1.452 -0.545 6.228
C 0.164 -0.170 5.888
C -0.258 -0.131 4.554
N 0.578 -0.400 3.532
H 5.287 -3.393 -3.578
H 5.253 -4.300 0.633
H 4.542 -2.421 2.099
H 2.185 -0.873 -1.266
H 3.607 -2.374 -2.772
H 3.840 -0.915 3.048
H 3.427 -0.942 5.298
H 1.844 -0.699 7.234
H -0.554 0.113 6.653
H -1.249 0.188 4.240
S -3.244 5.131 3.222
C -4.301 6.521 3.347
C -5.230 6.580 2.344
C -5.001 5.583 1.331
C -3.811 4.859 1.599
C -3.182 4.009 0.622
C -2.183 3.114 0.990
N -1.580 2.251 0.160
C -1.979 2.299 -1.150
C -2.943 3.213 -1.678
C -3.220 3.248 -3.068
C -2.605 2.394 -3.914
C -1.687 1.365 -3.460
C -1.128 0.402 -4.292
C -0.210 -0.545 -3.742
C 0.030 -0.485 -2.376
N -0.447 0.448 -1.568
C -1.361 1.343 -2.061
C 0.497 -1.469 -4.590
C 0.849 -2.789 -4.274
C 1.556 -3.393 -5.354
C 1.658 -2.577 -6.451
S 0.937 -1.004 -6.213
C -3.556 4.062 -0.742
H -4.194 7.285 4.133
H -5.987 7.312 2.271
H -5.595 5.369 0.450
H -1.830 3.143 2.043
H -3.976 3.976 -3.329
H -2.777 2.490 -4.981
H -1.296 0.368 -5.346
H 0.576 -1.338 -1.875
H 0.674 -3.320 -3.298
H 1.913 -4.424 -5.296
H 2.050 -2.790 -7.452
H -4.372 4.709 -1.046
F -2.128 -0.195 2.231
B -3.166 -0.799 1.365
F -2.398 -0.874 0.131
F -4.159 0.118 1.239
F -3.506 -2.006 1.851
C -1.315 -3.653 -0.450
C -0.610 -3.067 0.740
C -0.741 -3.886 2.046
O 0.018 -1.981 0.742
H -2.416 -3.706 -0.220
H -0.967 -4.708 -0.613
H -1.206 -3.050 -1.339
H -0.392 -4.917 1.884
H -1.798 -3.950 2.349
H -0.189 -3.392 2.858
```

Want to see where the charge sits? The Löwdin charges in e are:
1. Sm 1.840
2. N -0.033
3. N -0.006
4. C -0.717
5. O 0.035
6. O -0.237
7. H 0.073
8. H 0.097
9. H 0.146
10. O 0.105
11. C -0.441
12. O 0.101
13. C -0.138
14. C 0.014
15. C 0.004
16. C -0.253
17. C 0.003
18. C -0.006
19. N 0.041
20. C -0.045
21. C -0.239
22. C 0.017
23. C -0.020
24. C -0.022
25. C -0.080
26. N 0.059
27. H 0.114
28. H 0.135
29. H 0.113
30. H 0.060
31. H 0.111
32. H 0.125
33. H 0.122
34. H 0.123
35. H 0.120
36. H 0.113
37. S 1.054
38. C -0.381
39. C -0.164
40. C -0.079
41. C -0.482
42. C -0.176
43. C -0.057
44. N 0.030
45. C -0.114
46. C -0.122
47. C -0.009
48. C 0.000
49. C -0.108
50. C 0.065
51. C -0.204
52. C -0.108
53. N -0.009
54. C -0.108
55. C -0.501
56. C -0.108
57. C -0.185
58. C -0.382
59. S 1.062
60. C 0.091
61. H 0.082
62. H 0.092
63. H 0.104
64. H 0.118
65. H 0.127
66. H 0.123
67. H 0.106
68. H 0.105
69. H 0.125
70. H 0.113
71. H 0.076
72. H 0.120
73. F -0.044
74. B -1.227
75. F 0.028
76. F 0.198
77. F 0.215
78. C 0.009
79. C -0.367
80. C 0.023
81. O -0.163
82. H 0.128
83. H 0.119
84. H 0.066
85. H 0.099
86. H 0.100
87. H 0.085

---

A structure of composition C30H45Cl2N2PPt, computed with wB97M-V/def2-TZVPD.

The multiplicity is 5. The value obtained for the LUMO energy (spin up / spin down) is 0.0076 / -0.1546 Ha. For the orbital gap (spin up / spin down), the calculation gives 0.181 / 0.105 Eh. The net charge is 0. The value obtained for the HOMO energy (spin up / spin down) is -4.73 / -7.08 eV.

Geometry as XYZ:
```
81
C30H45Cl2N2PPt | the Open Molecules 2025 dataset | wB97M-V/def2-TZVPD
P 0.036 -0.720 -1.235
C 1.632 -0.103 -2.019
C 1.946 -0.448 -3.485
C 3.374 -0.013 -3.849
C 3.583 1.486 -3.596
C 3.242 1.854 -2.146
C 1.819 1.407 -1.780
C -1.390 0.182 -2.055
C -1.388 0.365 -3.580
C -2.730 0.937 -4.064
C -3.051 2.264 -3.363
C -3.027 2.105 -1.837
C -1.691 1.523 -1.355
C -0.108 -2.419 -2.012
C 1.080 -3.288 -1.558
C 0.994 -4.713 -2.123
C -0.331 -5.383 -1.740
C -1.522 -4.527 -2.184
C -1.432 -3.101 -1.620
H 2.390 -0.611 -1.401
H 1.236 0.059 -4.148
H 1.833 -1.523 -3.664
H 3.585 -0.255 -4.898
H 4.089 -0.586 -3.240
H 4.615 1.772 -3.829
H 2.933 2.058 -4.274
H 3.956 1.362 -1.469
H 3.349 2.934 -1.992
H 1.596 1.655 -0.735
H 1.102 1.961 -2.400
H -2.233 -0.482 -1.806
H -3.528 0.211 -3.849
H -1.178 -0.585 -4.085
H -0.587 1.061 -3.858
H -2.711 1.076 -5.152
H -4.026 2.643 -3.692
H -2.303 3.015 -3.659
H -3.215 3.071 -1.351
H -3.841 1.431 -1.532
H -1.703 1.378 -0.269
H -0.888 2.240 -1.569
H -0.079 -2.332 -3.108
H 2.028 -2.829 -1.858
H 1.084 -3.329 -0.459
H 1.074 -4.670 -3.219
H 1.842 -5.309 -1.765
H -0.366 -5.512 -0.648
H -0.395 -6.385 -2.181
H -2.465 -4.991 -1.871
H -1.542 -4.477 -3.283
H -2.286 -2.515 -1.977
H -1.505 -3.133 -0.524
Pt -0.082 0.298 3.208
Cl -2.107 -0.381 2.367
Cl 2.141 0.338 2.641
C -0.422 1.796 4.211
H -0.683 1.762 5.274
C -0.509 3.114 3.605
C -1.215 4.136 4.276
C -1.359 5.395 3.705
C -0.793 5.666 2.457
C -0.076 4.671 1.786
C 0.069 3.410 2.352
H -1.657 3.921 5.246
H -1.911 6.169 4.231
H 0.381 4.885 0.824
H 0.663 2.651 1.848
H -0.901 6.652 2.012
N -1.163 -2.570 4.672
C -0.217 -1.860 5.443
C 0.142 -2.383 6.698
C 1.099 -1.738 7.477
C 1.694 -0.578 7.004
C 1.309 -0.072 5.766
N 0.356 -0.691 4.997
H -1.347 -2.325 3.701
H -1.606 -3.422 5.045
H -0.308 -3.295 7.068
H 1.384 -2.138 8.441
H 2.444 -0.066 7.594
H 1.776 0.839 5.417
```

Want to see where the charge sits? The Löwdin charges in e are:
1. P 1.344
2. C -0.408
3. C -0.194
4. C -0.185
5. C -0.200
6. C -0.185
7. C -0.210
8. C -0.408
9. C -0.193
10. C -0.187
11. C -0.201
12. C -0.185
13. C -0.209
14. C -0.427
15. C -0.215
16. C -0.192
17. C -0.203
18. C -0.194
19. C -0.208
20. H 0.115
21. H 0.101
22. H 0.097
23. H 0.115
24. H 0.120
25. H 0.112
26. H 0.115
27. H 0.122
28. H 0.117
29. H 0.107
30. H 0.103
31. H 0.102
32. H 0.118
33. H 0.106
34. H 0.104
35. H 0.115
36. H 0.111
37. H 0.116
38. H 0.119
39. H 0.121
40. H 0.087
41. H 0.103
42. H 0.115
43. H 0.097
44. H 0.127
45. H 0.117
46. H 0.115
47. H 0.118
48. H 0.111
49. H 0.114
50. H 0.117
51. H 0.100
52. H 0.124
53. Pt 0.611
54. Cl -0.217
55. Cl -0.195
56. C -0.400
57. H 0.036
58. C -0.340
59. C -0.068
60. C -0.110
61. C -0.128
62. C -0.114
63. C -0.097
64. H 0.102
65. H 0.093
66. H 0.088
67. H 0.038
68. H 0.086
69. N 0.100
70. C -0.316
71. C -0.036
72. C -0.078
73. C -0.077
74. C -0.160
75. N -0.116
76. H -0.016
77. H 0.105
78. H 0.102
79. H 0.104
80. H 0.101
81. H 0.082

---

A cluster of 2 separate species, C6H4O2S in total, computed with wB97M-V/def2-TZVPD.

The multiplicity is 1. The value obtained for the LUMO energy is -0.0526 Ha. For the orbital gap, the calculation gives 0.301 Eh. The net charge is 0. The value obtained for the HOMO energy is -9.61 eV.

Geometry as XYZ:
```
13
C6H4O2S | the Open Molecules 2025 dataset | wB97M-V/def2-TZVPD
C 1.855 0.206 -0.424
C 1.162 -0.923 -0.075
C 1.388 1.562 -0.136
C -0.082 -0.858 0.565
C 0.232 1.454 0.540
C -0.564 0.423 0.717
O -2.952 -1.513 -0.020
O -3.517 0.695 -0.774
S -3.274 -0.154 0.333
H 2.740 0.187 -1.009
H 1.763 -1.922 -0.130
H 1.837 2.584 -0.549
H -0.588 -1.740 0.961
```

Want to see where the charge sits? The Löwdin charges in e are:
1. C -0.096
2. C -0.104
3. C -0.081
4. C -0.136
5. C 0.034
6. C -0.078
7. O -0.435
8. O -0.416
9. S 0.832
10. H 0.089
11. H 0.148
12. H 0.147
13. H 0.095

---

A structure of composition C26H53F9N3O15Zr2, computed with wB97M-V/def2-TZVPD.

The multiplicity is 1. The value obtained for the LUMO energy is -0.5230 Ha. For the orbital gap, the calculation gives 0.065 Eh. The net charge is +3. The value obtained for the HOMO energy is -16.01 eV.

Geometry as XYZ:
```
108
C26H53F9N3O15Zr2 | the Open Molecules 2025 dataset | wB97M-V/def2-TZVPD
Zr 17.067 -17.061 7.199
Zr 15.932 -17.618 12.920
C 12.887 -16.755 11.440
O 13.309 -15.574 10.753
O 13.905 -17.086 12.269
C 11.430 -16.710 12.006
F 11.127 -17.755 12.763
F 11.245 -15.548 12.655
F 10.547 -16.707 11.006
C 12.700 -15.226 9.519
C 13.264 -13.888 9.015
H 13.010 -13.017 9.617
H 14.337 -13.978 8.839
H 12.772 -13.694 8.060
H 11.610 -15.233 9.501
H 12.986 -15.974 8.766
H 12.842 -17.485 10.617
C 19.405 -19.525 7.854
O 19.968 -19.174 6.605
O 18.421 -18.554 8.012
C 19.001 -21.026 7.803
F 18.003 -21.385 8.620
F 18.600 -21.345 6.559
F 20.062 -21.831 7.973
C 21.290 -19.625 6.272
C 21.554 -19.309 4.848
H 20.997 -19.951 4.165
H 21.305 -18.283 4.564
H 22.613 -19.398 4.605
H 21.368 -20.694 6.485
H 22.045 -19.201 6.944
H 20.159 -19.448 8.643
C 19.391 -17.891 13.588
O 19.863 -16.903 12.712
O 17.982 -17.850 13.630
C 20.062 -19.242 13.608
F 21.382 -19.071 13.659
F 19.689 -19.922 14.707
F 19.840 -20.039 12.543
C 20.071 -17.344 11.383
C 20.471 -16.152 10.548
H 19.657 -15.425 10.477
H 21.283 -15.659 11.089
H 20.794 -16.466 9.556
H 19.103 -17.653 10.963
H 20.812 -18.121 11.188
H 19.727 -17.453 14.533
O 16.039 -21.258 10.970
C 16.079 -20.158 11.697
O 15.642 -19.855 12.823
O 16.384 -19.015 11.173
H 16.156 -20.743 10.141
O 16.657 -14.325 10.420
C 16.709 -15.615 10.249
O 16.589 -16.309 11.260
O 16.979 -16.202 9.119
H 16.912 -13.772 9.605
C 12.492 -12.276 13.331
C 13.701 -12.035 12.438
C 14.617 -10.859 12.929
O 13.790 -9.742 13.047
C 14.469 -8.747 13.811
N 14.518 -13.213 12.359
H 12.807 -12.362 14.379
H 12.080 -13.281 13.217
H 11.786 -11.451 13.318
H 13.363 -11.792 11.416
H 15.481 -10.695 12.276
H 14.893 -11.156 13.948
H 14.205 -8.878 14.867
H 14.186 -7.725 13.567
H 15.561 -8.787 13.810
H 15.345 -12.979 11.817
H 14.012 -14.007 11.956
C 16.405 -10.626 8.633
C 17.644 -11.559 8.675
C 18.226 -11.681 10.102
O 19.218 -12.670 10.220
C 20.521 -12.215 9.863
N 17.333 -12.946 8.184
H 16.460 -9.870 9.414
H 15.566 -11.305 8.796
H 16.369 -10.144 7.659
H 18.391 -11.199 7.964
H 17.399 -11.941 10.768
H 18.568 -10.701 10.445
H 21.085 -13.138 9.975
H 20.833 -11.484 10.619
H 20.639 -11.621 8.953
H 16.897 -12.800 7.276
H 18.227 -13.380 7.967
C 18.011 -14.122 13.609
C 17.099 -14.887 14.585
C 16.540 -13.912 15.649
O 15.898 -14.695 16.637
C 15.336 -13.939 17.693
N 15.963 -15.510 13.914
H 18.808 -14.785 13.279
H 18.520 -13.297 14.115
H 17.425 -13.581 12.867
H 17.763 -15.547 15.143
H 15.810 -13.228 15.191
H 17.366 -13.339 16.076
H 14.886 -14.648 18.385
H 14.655 -13.184 17.296
H 16.085 -13.446 18.323
H 15.390 -14.812 13.433
H 15.378 -15.666 14.751
```

Results of the Löwdin charge analysis, in e, for atoms 1 through 99:
1. Zr 2.179
2. Zr 2.138
3. C -0.365
4. O -0.115
5. O -0.262
6. C -0.559
7. F 0.198
8. F 0.152
9. F 0.164
10. C -0.229
11. C -0.048
12. H 0.069
13. H 0.047
14. H 0.092
15. H 0.130
16. H 0.115
17. H 0.166
18. C -0.315
19. O -0.103
20. O -0.239
21. C -0.536
22. F 0.170
23. F 0.160
24. F 0.184
25. C -0.233
26. C -0.055
27. H 0.093
28. H 0.081
29. H 0.100
30. H 0.125
31. H 0.136
32. H 0.182
33. C -0.348
34. O -0.054
35. O -0.275
36. C -0.568
37. F 0.184
38. F 0.175
39. F 0.144
40. C -0.269
41. C -0.056
42. H 0.056
43. H 0.099
44. H 0.079
45. H 0.104
46. H 0.128
47. H 0.173
48. O 0.228
49. C -0.673
50. O -0.055
51. O -0.160
52. H 0.130
53. O 0.133
54. C -0.648
55. O -0.047
56. O -0.179
57. H 0.072
58. C -0.008
59. C -0.382
60. C -0.193
61. O -0.124
62. C -0.060
63. N 0.137
64. H 0.093
65. H 0.072
66. H 0.099
67. H 0.147
68. H 0.127
69. H 0.125
70. H 0.108
71. H 0.105
72. H 0.094
73. H 0.068
74. H 0.081
75. C -0.013
76. C -0.366
77. C -0.211
78. O -0.211
79. C -0.061
80. N 0.026
81. H 0.088
82. H 0.071
83. H 0.090
84. H 0.138
85. H 0.102
86. H 0.143
87. H 0.089
88. H 0.102
89. H 0.098
90. H 0.099
91. H 0.087
92. C -0.016
93. C -0.368
94. C -0.187
95. O -0.184
96. C -0.071
97. N -0.040
98. H 0.075
99. H 0.094

---

Computed values of energy relative to the best compared isomer or geometry (same formula, charge and spin) (unit: kcal per mole) for the preceding records, in sequence: 75.2; 19.9; 30.2; 50.1; 0.0.